The following is a quantum chemistry calculation of a molecular structure, C28H26BrF4N2O2PPdS, from the Open Molecules 2025 dataset.

Element x y z (Å)
H (0.02445, -4.79449, 3.69447)
C (0.61490, -5.00363, 1.71426)
F (-1.26863, 5.63088, -1.84012)
H (3.09026, -0.13118, -4.23506)
H (1.86278, 0.70474, -2.26912)
H (3.30744, 0.22151, 3.60058)
P (-0.90090, 0.51564, -1.48162)
H (-5.10331, -0.53998, 0.79469)
H (-0.79738, -0.52545, 2.22295)
O (1.59531, 1.51770, 1.92475)
C (-2.81324, 4.39244, -3.10219)
C (-2.18308, -0.59671, -0.91698)
C (-4.07120, -2.31359, 0.16305)
N (0.19314, -5.41741, 2.92636)
C (-3.31743, 3.15907, -3.48769)
H (4.85795, 2.71057, 2.63571)
H (-4.81601, -2.98346, 0.57164)
H (1.92013, -1.47769, -5.94273)
H (0.41665, 2.25530, 4.05721)
H (-0.48394, -1.98330, -5.69657)
C (-0.01106, -0.18542, -2.86878)
S (2.60023, 2.68039, 2.08781)
H (3.08343, 3.81068, 4.09414)
O (0.98646, -5.74178, 0.83058)
C (-1.75071, 4.45430, -2.20593)
H (1.91558, -1.34008, -0.78455)
F (-3.33479, 5.49790, -3.57733)
H (-3.42709, 0.99308, -0.14855)
C (4.12445, 0.93666, 3.68879)
C (-3.29061, -0.07823, -0.24483)
C (1.36571, -3.05993, 0.38535)
C (-2.75410, 1.99845, -2.97555)
H (4.43089, 1.37360, 1.57789)
C (1.34671, 0.10849, -3.01458)
H (-2.84237, -3.90135, -0.60085)
H (0.93594, 3.29056, 5.38659)
C (2.14031, 3.49625, 3.64288)
C (-1.70154, 2.03383, -2.07160)
H (1.96977, -3.76674, -0.16666)
N (0.56124, -0.85020, 0.69985)
Pd (0.47533, 1.10981, 0.19162)
H (-1.73071, -1.15370, -3.74606)
H (1.61191, 4.39865, 3.33451)
C (1.28653, 2.65324, 4.57590)
H (1.83733, 1.82297, 5.00899)
C (-1.22037, 3.28440, -1.70970)
Br (0.24198, 3.44739, -0.50277)
C (-2.96291, -2.83122, -0.49509)
H (5.06067, 0.38094, 3.71797)
F (-3.24610, 0.83240, -3.37898)
C (-0.18637, -1.26816, 1.72831)
H (4.03204, 1.47203, 4.63168)
C (-0.19293, -2.58913, 2.13167)
H (-0.84022, -2.87341, 2.94967)
H (-1.15667, -2.38726, -1.55253)
C (0.58762, -3.50894, 1.44552)
F (-4.32059, 3.09181, -4.33509)
C (2.03913, -0.35814, -4.11996)
C (-2.01343, -1.97714, -1.03334)
C (4.15541, 1.88362, 2.50317)
H (0.23521, -6.40590, 3.11948)
C (-0.67538, -0.93593, -3.84216)
C (-4.23472, -0.93986, 0.28949)
C (1.33549, -1.72654, 0.04202)
C (1.37883, -1.11352, -5.07990)
C (0.02659, -1.39982, -4.94266)

Spin multiplicity   1
Total charge   +2
HOMO   -14.8670 eV
Molar mass   747.89 g/mol